Entry P
Computed, not measured: a 2-piece molecular cluster, C4H12S overall, with ωB97M-V with the def2-TZVPD basis set.

Structure (XYZ):
```
17
Properties=species:S:1:pos:R:3:nbo_charge:R:1
C 2.922 -0.224 1.909 -0.699
C 2.519 1.062 1.187 -0.733
H 2.069 -0.841 2.194 0.201
H 3.516 -0.854 1.237 0.195
H 3.559 -0.001 2.769 0.182
H 1.733 0.832 0.469 0.199
H 3.337 1.442 0.574 0.190
H 2.130 1.810 1.867 0.190
C -3.296 -0.667 -0.307 -0.874
C -1.529 -0.060 -2.438 -0.963
S -2.629 -1.377 -1.819 -0.095
H -3.756 0.306 -0.442 0.197
H -4.064 -1.379 -0.032 0.209
H -2.586 -0.634 0.520 0.199
H -1.650 0.796 -1.776 0.209
H -1.811 0.100 -3.479 0.203
H -0.465 -0.312 -2.435 0.191
```

**Total charge**: -1
**Multiplicity**: 2
**HOMO-LUMO gap (spin up / spin down)**: 0.0821 / 0.3255 hartree
**LUMO (spin up / spin down)**: 3.5 / 3.8 eV
**Expectation value of S²**: 0.751

=====

Entry Q
Computed, not measured: a 2-piece molecular cluster, C4H12S overall, with ωB97M-V with the def2-TZVPD basis set.

Structure (XYZ):
```
17
Properties=species:S:1:pos:R:3:nbo_charge:R:1
C 1.759 0.803 -1.697 -0.646
C 0.489 1.214 -2.409 -0.611
H 1.754 -0.106 -1.099 0.231
H 2.695 0.769 -2.221 0.194
H 2.003 1.599 -0.977 0.186
H 0.556 2.206 -2.849 0.190
H -0.310 1.254 -1.667 0.209
H 0.181 0.500 -3.168 0.204
C -0.955 0.407 1.342 -0.775
C -1.132 -2.244 2.193 -1.262
S -0.589 -1.253 0.737 -0.067
H -0.690 0.521 2.384 0.197
H -0.296 1.079 0.790 0.192
H -1.981 0.757 1.221 0.184
H -0.207 -2.676 2.589 0.192
H -1.685 -3.094 1.800 0.189
H -1.592 -1.738 3.032 0.193
```

**Total charge**: -1
**Multiplicity**: 2
**HOMO-LUMO gap (spin up / spin down)**: 0.0782 / 0.3006 hartree
**LUMO (spin up / spin down)**: 3.5 / 3.4 eV
**Expectation value of S²**: 0.751

=====

Which of them is least stable? Easy: entry Q.

=====

Entry P
Computed, not measured: one molecule with the formula C3H6N2O3, with ωB97M-V with the def2-TZVPD basis set.

Structure (XYZ):
```
14
Properties=species:S:1:pos:R:3:nbo_charge:R:1
O -1.595 -1.899 -0.562 -0.753
C -1.321 -0.755 0.270 -0.108
C 0.064 -0.562 0.925 0.326
O 1.120 -0.725 -0.187 -0.431
N 1.222 0.217 -1.229 -0.115
C 0.925 1.458 -0.855 0.134
N -0.098 1.736 0.232 -0.320
O 0.089 0.734 1.282 -0.405
H -0.856 -2.213 -1.214 0.495
H -1.568 0.099 -0.423 0.207
H -1.999 -0.800 1.288 0.186
H 0.326 -1.243 1.783 0.218
H 1.191 2.190 -1.501 0.189
H 0.127 2.565 0.745 0.376
```

**Total charge**: 0
**HOMO-LUMO gap**: 0.3705 hartree
**Structure (SMILES)**: OC[C@H]1ON=CNO1
**LUMO**: 0.6 eV

=====

Entry Q
Computed, not measured: one molecule with the formula C3H6N2O3, with ωB97M-V with the def2-TZVPD basis set.

Structure (XYZ):
```
14
Properties=species:S:1:pos:R:3:nbo_charge:R:1
O 0.022 1.176 -1.610 -0.525
C -0.013 1.889 -0.596 0.421
C 0.514 1.299 0.768 -0.175
O 0.609 -0.079 0.789 -0.393
N -0.707 -0.623 0.579 -0.390
C -0.646 -1.965 0.085 0.111
N 0.015 -2.346 -0.897 -0.104
O 0.611 -1.552 -1.824 -0.523
H -0.338 2.977 -0.614 0.143
H -0.015 1.621 1.707 0.194
H 1.668 1.596 0.769 0.233
H -1.141 -0.713 1.484 0.350
H -1.058 -2.684 0.800 0.179
H 0.476 -0.596 -1.439 0.479
```

**Total charge**: 0
**HOMO-LUMO gap**: 0.3435 hartree
**Structure (SMILES)**: O=CCON/C=N\O
**LUMO**: 0.2 eV

=====

Entry R
Computed, not measured: one molecule with the formula C3H6N2O3, with ωB97M-V with the def2-TZVPD basis set.

Structure (XYZ):
```
14
Properties=species:S:1:pos:R:3:nbo_charge:R:1
C 2.196 0.637 0.100 -0.263
O 0.892 0.371 -0.353 -0.502
C 0.622 -0.925 -0.197 0.903
O 1.363 -1.897 0.013 -0.598
N -0.801 -1.108 -0.154 -0.700
C -1.958 -0.325 -0.031 0.781
N -1.935 1.017 -0.187 -0.814
O -3.020 -0.835 0.064 -0.612
H 2.115 0.677 1.139 0.182
H 2.890 -0.127 -0.153 0.218
H 2.440 1.657 -0.228 0.198
H -1.193 -2.025 -0.397 0.430
H -2.623 1.438 0.381 0.393
H -0.987 1.445 0.005 0.383
```

**Total charge**: 0
**HOMO-LUMO gap**: 0.4060 hartree
**Structure (SMILES)**: COC(=O)NC(N)=O
**LUMO**: 0.6 eV

=====

Entry S
Computed, not measured: one molecule with the formula C3H6N2O3, with ωB97M-V with the def2-TZVPD basis set.

Structure (XYZ):
```
14
Properties=species:S:1:pos:R:3:nbo_charge:R:1
O -1.106 -2.857 0.418 -0.559
N -0.835 -1.779 1.273 -0.222
C -0.422 -0.721 0.650 0.572
N -0.150 0.397 1.433 -0.375
O -0.528 1.567 0.672 -0.367
C 0.480 1.595 -0.378 -0.122
C 0.581 0.345 -1.182 -0.098
O -0.333 -0.650 -0.693 -0.490
H -0.458 -2.821 -0.321 0.453
H -0.678 0.426 2.363 0.412
H 1.445 1.886 0.097 0.197
H 0.102 2.339 -1.074 0.202
H 1.580 -0.201 -1.027 0.187
H 0.322 0.476 -2.230 0.209
```

**Total charge**: 0
**HOMO-LUMO gap**: 0.3418 hartree
**Structure (SMILES)**: O/N=C1/NOCCO1
**LUMO**: 0.6 eV

=====

Which of them is least stable? Easy: entry P.